1.
Formula: C24H40F5O18
Source: the Open Molecules 2025 dataset
Level of theory: ωB97M-V/def2-TZVPD

Maximum force (eV/Å): 13.50
Gap between HOMO and LUMO (hartree): 0.3473
Energy (hartree): -2791.68651
Relative energy (zero: lowest compared OMol25 entry of this formula, charge and spin) (kJ/mol): 501.0
Molar mass (g mol⁻¹): 711.56

ORCA input file:
```
! RIJCOSX wB97M-V def2-TZVPD def2/J DEFGRID3
* xyz -1 1
F 61.95600 65.80900 50.17700
C 64.79800 63.74900 50.03400
C 63.77600 63.29200 49.03300
O 63.88600 61.85500 48.98400
C 64.89700 61.50900 49.65900
O 65.33900 60.40300 49.56600
O 65.43300 62.49300 50.35200
F 63.87800 63.83700 47.78800
H 64.31700 64.23000 51.02200
H 65.45600 64.52100 49.41700
H 62.84300 63.60800 49.50400
C 58.54200 63.55300 48.88700
C 59.76500 63.11800 49.69500
O 60.06700 61.88600 49.19900
C 58.99400 61.41800 48.46100
O 58.96600 60.34100 47.88500
O 58.09700 62.34200 48.22100
F 59.63100 62.91400 51.09200
H 58.65500 64.35000 48.21300
H 57.80500 63.98200 49.49300
H 60.52600 63.88700 49.47800
C 63.73200 68.28500 49.77600
C 62.39100 69.08700 50.06000
O 62.58300 70.37000 49.33600
C 63.72000 70.28300 48.75700
O 64.08500 70.95800 47.79200
O 64.50300 69.25800 49.08200
F 62.33700 69.27300 51.42800
H 63.58200 67.33100 49.15800
H 64.28400 68.15100 50.63900
H 61.46900 68.60900 49.79500
C 60.94800 65.82200 46.72100
C 61.48000 67.25900 46.75200
O 60.30700 68.08900 46.50600
C 59.20900 67.34400 46.58900
O 58.05600 67.63800 46.38700
O 59.57000 66.01500 46.80200
F 62.52300 67.37000 45.87500
H 61.27600 65.28600 47.47100
H 61.44000 65.32100 45.77600
H 61.78700 67.25700 47.63400
C 60.95000 63.27600 54.83000
O 62.02300 64.06200 54.61700
C 61.77700 65.12100 53.72500
C 63.10900 66.11200 53.82200
O 63.24700 66.55200 54.95200
C 64.02700 67.73600 55.04700
C 64.04600 68.31200 56.48500
O 64.69800 67.33400 57.34200
C 64.95500 67.65600 58.66600
H 59.87000 63.91000 54.56000
H 60.80100 62.80700 55.79300
H 60.94400 62.67900 54.18300
H 61.01200 65.81800 54.07900
H 61.65400 64.90400 52.70200
H 63.07000 66.81500 53.06700
H 63.96800 65.63300 53.67200
H 63.69400 68.37100 54.44100
H 65.18600 67.65500 54.84400
H 63.15900 68.88000 56.87500
H 64.81000 69.10500 56.57600
H 65.56300 66.87500 59.37100
H 64.05800 68.01800 58.97600
H 65.61300 68.61800 58.73600
C 53.16500 67.40600 54.52400
O 54.20200 68.37100 54.27500
C 53.96800 69.49100 53.36600
C 54.09400 69.03000 51.93000
O 55.20800 68.53400 51.66500
C 55.16200 67.81800 50.47300
C 56.56400 67.85500 49.89700
O 57.44900 67.18700 50.79300
C 58.82600 67.29000 50.42600
H 52.79800 66.95300 53.77700
H 52.07000 67.71100 55.07100
H 53.51700 66.66900 55.14100
H 54.69100 70.45500 53.12500
H 52.97800 69.70500 53.43800
H 53.97600 69.85900 51.21500
H 53.26500 68.18300 51.71800
H 54.75700 68.24500 49.64900
H 55.00800 66.77600 50.72900
H 57.03600 68.94700 49.56400
H 56.44200 67.23500 49.01700
H 59.02100 68.30400 49.99500
H 59.30000 66.47600 49.61900
H 59.43000 67.09400 51.26600
*
```

Atomic partial charges in e from the Mulliken method, atoms 1 to 4: -0.732 0.072 0.962 -0.362

=====

2.
Formula: C8H9N2O2
Source: the Open Molecules 2025 dataset
Level of theory: ωB97M-V/def2-TZVPD

Maximum force (eV/Å): 4.19
Gap between HOMO and LUMO (spin up / spin down) (hartree): 0.2833 / 0.2178
Energy (hartree): -569.76611
Relative energy (zero: lowest compared OMol25 entry of this formula, charge and spin) (kJ/mol): 628.6
SMILES: [NH2+]=CC1=CC=C(N=O)[C@H]2[C@@H](O)[C@@H]12
Molar mass (g mol⁻¹): 165.17

ORCA input file:
```
! RIJCOSX wB97M-V def2-TZVPD def2/J DEFGRID3
* xyz 1 1
N 3.12091 1.26336 -0.00546
C 2.35165 0.27593 0.43785
C 1.02414 -0.04099 0.04115
C 0.45870 0.85804 -0.92818
C -0.82846 1.22135 -0.87806
C -1.79047 0.63996 0.00400
N -3.02141 0.86312 -0.00924
O -4.01450 1.01218 0.61116
C -1.43286 -0.57676 0.82497
C -1.10447 -1.86640 0.11544
O -1.17191 -1.98911 -1.21304
C 0.06442 -0.90672 0.80145
H 4.10648 1.25285 0.05765
H 2.61308 2.02297 -0.38160
H 2.98414 -0.30353 1.00582
H 1.00595 1.45402 -1.59071
H -1.28986 1.99758 -1.49206
H -1.83156 -0.80738 1.82406
H -1.13017 -2.77439 0.82728
H -0.43882 -2.23874 -1.72576
H 0.32503 -1.35735 1.67328
*
```

Atomic partial charges in e from the natural (NBO) method, atoms 1 to 4: -0.656 0.168 -0.038 -0.237

=====

3.
Formula: C25H31BF5FeN7O
Source: the Open Molecules 2025 dataset
Level of theory: ωB97M-V/def2-TZVPD

Maximum force (eV/Å): 0.89
Gap between HOMO and LUMO (spin up / spin down) (hartree): 0.1320 / 0.1429
Energy (hartree): -3217.68823
Molar mass (g mol⁻¹): 607.22

ORCA input file:
```
! RIJCOSX wB97M-V def2-TZVPD def2/J DEFGRID3
* xyz -2 5
Fe 0.85804 0.03753 0.50454
C 3.71636 -1.35769 -1.44074
C 2.47412 -1.15749 -2.24763
C 2.18846 -1.54820 -3.56457
C 0.89691 -1.11087 -3.79336
C 0.07995 -1.26841 -5.03294
N 0.46423 -0.49337 -2.67524
N 1.42848 -0.53320 -1.73710
B -0.93717 0.13273 -2.43122
N -0.78792 1.62670 -2.03326
N 0.25854 2.01602 -1.27445
C 0.28853 3.33847 -1.28216
C 1.38692 4.08889 -0.60346
C -0.77907 3.83250 -2.05149
C -1.44256 2.71070 -2.51157
C -2.67095 2.65628 -3.35999
N -1.66221 -0.69823 -1.33319
N -0.95246 -1.57707 -0.57711
C -1.81902 -2.41211 -0.02691
C -1.36923 -3.58724 0.77252
C -3.12563 -2.06516 -0.40704
C -2.98184 -0.96882 -1.23167
C -4.03337 -0.18737 -1.94432
H 4.60105 -1.31778 -2.07694
H 3.69702 -2.32464 -0.93269
H 3.77045 -0.58138 -0.67651
H 2.82900 -2.06976 -4.25653
H 0.66647 -1.79652 -5.78379
H -0.21730 -0.29939 -5.43605
H -0.82834 -1.83854 -4.83383
H -1.55592 0.06599 -3.45745
H 1.98270 3.37599 -0.03609
H 0.99143 4.83898 0.08191
H 2.01122 4.59842 -1.34174
H -1.03346 4.85908 -2.25732
H -2.78963 3.59586 -3.89673
H -3.56408 2.49791 -2.75077
H -2.60820 1.84226 -4.08248
H -0.28302 -3.57494 0.85779
H -1.67589 -4.51625 0.28681
H -1.79598 -3.56413 1.77587
H -4.04773 -2.53058 -0.10007
H -4.98358 -0.71673 -1.89488
H -3.76328 -0.04693 -2.99230
H -4.16688 0.79666 -1.48936
C -0.84309 2.00508 2.74428
C 0.69938 2.12769 2.66756
C 1.03778 3.63874 2.67375
C 1.31783 1.50177 3.93513
N 1.20532 1.48629 1.51616
H -1.25813 2.62145 3.54786
H -1.11177 0.96212 2.90379
H -1.26646 2.32334 1.78935
H 0.71626 4.10497 3.61009
H 0.52222 4.13717 1.85192
H 2.11305 3.78477 2.55359
H 0.89891 1.96035 4.83292
H 2.40026 1.64519 3.92301
H 1.11108 0.43083 3.94623
F 2.62106 -4.78304 5.02094
C 1.90046 -3.88240 4.31430
C 0.58523 -3.61943 4.65035
F 0.02997 -4.27629 5.68121
C -0.16422 -2.70270 3.93344
F -1.43037 -2.49277 4.33423
C 0.35233 -1.97137 2.83254
O -0.31181 -1.11863 2.16733
C 1.69535 -2.31307 2.52826
F 2.29083 -1.62338 1.51466
C 2.45504 -3.22706 3.23370
F 3.71833 -3.48780 2.86892
*
```

Atomic partial charges in e from the Mulliken method, atoms 1 to 4: 0.376 -1.406 0.487 -1.314

=====

4.
Formula: C3H10NOS
Source: the Open Molecules 2025 dataset
Level of theory: ωB97M-V/def2-TZVPD

Maximum force (eV/Å): 1.96
Gap between HOMO and LUMO (hartree): 0.2421
Energy (hartree): -648.50529
Relative energy (zero: lowest compared OMol25 entry of this formula, charge and spin) (kJ/mol): 69.0
Molar mass (g mol⁻¹): 108.19

ORCA input file:
```
! RIJCOSX wB97M-V def2-TZVPD def2/J DEFGRID3
* xyz -1 1
C 2.57491 -0.71369 0.16363
N 1.56631 0.29108 -0.15755
C 0.23498 -0.10173 0.33807
C -0.83762 0.96032 0.43600
S -2.45583 0.37411 1.00739
H 2.57437 -1.45278 -0.63366
H 3.55506 -0.23036 0.26168
H 2.31896 -1.24741 1.08471
H 1.70812 1.19363 0.28245
H 0.36372 -0.59683 1.31905
H -0.17726 -0.93646 -0.26797
H -0.46940 1.74653 1.14841
H -0.85743 1.49981 -0.53551
H -4.04058 0.08710 -1.56438
H -2.71360 -0.36763 -1.06662
O -3.34471 -0.50571 -1.81571
*
```

Atomic partial charges in e from the natural (NBO) method, atoms 1 to 4: -0.407 -0.633 -0.235 -0.540

=====

5.
Formula: C24H17Cl5FeNO3SSi
Source: the Open Molecules 2025 dataset
Level of theory: ωB97M-V/def2-TZVPD

Maximum force (eV/Å): 2.06
Gap between HOMO and LUMO (spin up / spin down) (hartree): 0.2567 / 0.1574
Energy (hartree): -5457.47255
Relative energy (zero: lowest compared OMol25 entry of this formula, charge and spin) (kJ/mol): 149.1
Molar mass (g mol⁻¹): 660.67

ORCA input file:
```
! RIJCOSX wB97M-V def2-TZVPD def2/J DEFGRID3
* xyz 0 6
Fe -0.30699 -0.30489 -0.94449
Cl -1.37643 -2.77915 2.01468
C -1.21809 -1.06575 2.20793
C -0.97792 -0.30173 1.08009
C -0.90777 1.06972 1.28575
Cl -0.63384 1.99684 -0.17381
C -1.00350 1.69082 2.51730
Cl -0.85599 3.39372 2.66052
C -1.21609 0.87964 3.63374
Cl -1.32440 1.58922 5.18935
C -1.33518 -0.50469 3.48009
Cl -1.60685 -1.49749 4.85596
C 3.52467 -4.44999 2.02756
C 2.62800 -3.47301 2.43737
C 2.11771 -2.57582 1.51511
C 2.53818 -2.59965 0.18344
C 3.46172 -3.57034 -0.20557
C 3.93768 -4.50086 0.70435
Si 1.94617 -1.31969 -1.06725
C 2.57590 0.37389 -0.46952
C 2.32182 0.83323 0.82793
C 2.87186 2.01843 1.28425
C 3.68256 2.77307 0.44767
C 3.94670 2.33335 -0.84204
C 3.39264 1.14873 -1.29909
H 3.89625 -5.17630 2.73794
H 2.31663 -3.42005 3.47245
H 1.37825 -1.85233 1.83288
H 3.80978 -3.59492 -1.23184
H 4.63226 -5.26611 0.38384
H 2.67174 -1.61306 -2.33930
H 1.70258 0.25088 1.49682
H 2.66843 2.35320 2.29340
H 4.11190 3.70031 0.80238
H 4.59038 2.91308 -1.49023
H 3.61000 0.80552 -2.30398
N -2.17318 -1.45211 -1.60650
C -2.90060 -0.27239 -1.96151
C -3.97040 0.16605 -1.18931
C -4.57858 1.37387 -1.49452
C -4.11351 2.11074 -2.57179
C -3.08417 1.66552 -3.37776
C -2.46176 0.46535 -3.05985
S -4.80795 3.78777 -2.81863
O -4.02613 4.33164 -3.90943
O -6.20099 3.52636 -3.11683
O -4.55096 4.37648 -1.51599
H -2.60724 -1.98126 -0.85924
H -1.97372 -2.05531 -2.39609
H -4.30680 -0.42345 -0.34234
H -5.39540 1.76434 -0.90362
H -2.78369 2.27157 -4.22124
H -1.63567 0.08695 -3.66106
*
```

Atomic partial charges in e from the natural (NBO) method, atoms 1 to 4: 1.376 0.032 -0.079 -0.516

=====

6.
Formula: C20H13FIrN3O6
Source: the Open Molecules 2025 dataset
Level of theory: ωB97M-V/def2-TZVPD

Maximum force (eV/Å): 4.93
Gap between HOMO and LUMO (spin up / spin down) (hartree): 0.2482 / 0.2480
Energy (hartree): -1589.85605
Relative energy (zero: lowest compared OMol25 entry of this formula, charge and spin) (kJ/mol): 310.3
Molar mass (g mol⁻¹): 602.55

ORCA input file:
```
! RIJCOSX wB97M-V def2-TZVPD def2/J DEFGRID3
* xyz 0 1
Ir 0.04920 0.05934 0.17454
O -1.92286 1.07940 -3.24893
C -1.49328 0.56886 -2.23869
O -1.24424 1.13887 -1.12140
C -1.24988 -0.94114 -2.18083
C -1.72308 -1.84321 -3.11852
C -1.63146 -3.20156 -2.84888
C -1.13972 -3.60201 -1.61221
C -0.68463 -2.63891 -0.73169
N -0.68183 -1.33964 -1.03503
C -0.31691 -2.91981 0.74996
O -0.04928 -4.05265 1.08066
O -0.38494 -1.87000 1.44399
H -2.17192 -1.46700 -4.02366
H -1.97682 -3.94151 -3.55508
H -1.12935 -4.63528 -1.30463
O -0.93316 5.26557 -5.07529
C 0.24757 4.69140 -5.35376
O 0.87585 4.98880 -6.33278
C 0.68320 3.65247 -4.38123
C 0.47760 3.79331 -3.00429
C 0.79704 2.76730 -2.15222
C 1.29068 1.54282 -2.64843
C 1.51552 1.42087 -4.03802
C 1.26157 2.48211 -4.87163
N 1.51910 0.55373 -1.75737
C 2.29672 -0.50410 -1.90848
C 2.52171 -1.35028 -0.81509
C 3.36326 -2.48685 -0.87350
C 3.63523 -3.18237 0.26991
C 3.13004 -2.72079 1.49448
C 2.29098 -1.62884 1.49649
N 1.94218 -1.00532 0.37614
H -1.36920 4.85208 -4.31684
H 0.07523 4.71099 -2.59791
H 0.63082 2.84960 -1.08888
H 1.89793 0.49435 -4.44277
H 1.47637 2.41116 -5.92780
H 2.85468 -0.66099 -2.82537
H 3.75986 -2.78443 -1.83138
H 4.25212 -4.06584 0.24032
H 3.38389 -3.21689 2.41416
H 1.85745 -1.25617 2.41296
F 0.61286 1.40927 1.37103
*
```

Atomic partial charges in e from the natural (NBO) method, atoms 1 to 4: 1.515 -0.616 0.746 -0.711

=====

7.
Formula: CH14O5S
Source: the Open Molecules 2025 dataset
Level of theory: ωB97M-V/def2-TZVPD

Maximum force (eV/Å): 1.94
Gap between HOMO and LUMO (hartree): 0.3603
Energy (hartree): -820.84213
Relative energy (zero: lowest compared OMol25 entry of this formula, charge and spin) (kJ/mol): 108.0
SMILES: CS.O.O.O.O.O
Molar mass (g mol⁻¹): 138.19

ORCA input file:
```
! RIJCOSX wB97M-V def2-TZVPD def2/J DEFGRID3
* xyz 0 1
C 1.68006 -0.31377 1.49045
S 0.71210 1.05109 2.18576
H 1.13366 -0.74010 0.66456
H 1.82850 -1.05052 2.26643
H 2.62382 0.10381 1.17849
H -0.50000 0.91035 1.65317
O -2.11637 -0.81399 0.62067
H -1.29302 -0.37364 0.82010
H -2.19139 -1.43352 -0.10017
O 0.10211 3.72258 0.13016
H 0.70980 3.91039 0.85293
H -0.77541 3.79432 0.51993
O -0.93866 -3.74678 -1.17613
H -0.28679 -4.38278 -1.47630
H -1.23766 -3.19795 -1.89748
O -0.58170 -1.35840 -3.25881
H -0.52842 -1.02436 -2.34381
H 0.34671 -1.64159 -3.24610
O 0.64308 0.71760 -1.31633
H 0.50130 1.37110 -0.60486
H 1.03089 1.41334 -1.87333
*
```

Atomic partial charges in e from the natural (NBO) method, atoms 1 to 4: -0.722 -0.056 0.241 0.220

=====

8.
Formula: C3H5N4O
Source: the Open Molecules 2025 dataset
Level of theory: ωB97M-V/def2-TZVPD

Maximum force (eV/Å): 2.48
Gap between HOMO and LUMO (hartree): 0.2558
Energy (hartree): -411.23051
Relative energy (zero: lowest compared OMol25 entry of this formula, charge and spin) (kJ/mol): 190.4
Molar mass (g mol⁻¹): 113.10

ORCA input file:
```
! RIJCOSX wB97M-V def2-TZVPD def2/J DEFGRID3
* xyz 1 1
C -0.84016 1.12801 0.09496
C -0.95556 -0.24841 -0.00144
C 1.19144 0.29978 -0.08009
N 3.23296 0.20270 -0.02735
N 0.32967 -0.72716 -0.10506
N 0.49704 1.41462 0.04698
N -2.03675 -1.03940 -0.00557
O 3.59984 -0.86990 -0.02631
H -1.59587 1.87754 0.19198
H 0.58605 -1.69938 -0.19564
H 0.89879 2.34045 0.09579
H -2.95443 -0.64042 0.08332
H -1.95303 -2.03843 -0.07157
*
```

Atomic partial charges in e from the natural (NBO) method, atoms 1 to 4: -0.169 0.341 0.299 0.413